56
Properties=species:S:1:pos:R:3 method="wB97M-V/def2-TZVPD" e_homo_ev=-7.850 e_above_lowest_kcal_mol=2.8 total_energy_ha=-1517.7197 homo_lumo_gap_ev=8.521 smiles="CC[C@H](C)NC(=O)CNC(=S)N(Cc1ccccc1F)C1CCCCC1"
S 0.356 2.389 -1.836
F 4.929 -0.781 -0.275
O -2.767 -0.779 0.351
N 1.403 0.052 -1.146
N -4.253 0.886 -0.018
N -0.915 0.208 -1.217
C -5.621 1.468 1.904
C 4.505 1.528 2.467
C -6.524 -0.006 0.034
C 1.186 -2.775 1.407
C 1.098 -3.745 -0.905
C -3.083 0.259 -0.201
C -5.300 0.399 0.865
C 5.010 0.498 1.694
C 0.558 -3.845 0.519
C 4.430 0.239 0.467
C 3.362 0.977 -0.026
C 3.439 2.281 2.003
C 1.433 -1.297 -0.584
C 0.890 -1.385 0.849
C 2.711 0.656 -1.346
C -7.567 -0.763 0.847
C 0.806 -2.364 -1.490
C 0.292 0.793 -1.352
C -2.142 0.953 -1.181
C 2.876 2.008 0.770
H -0.187 -1.217 0.894
H -4.884 -0.486 1.356
H 1.372 -0.619 1.461
H -4.714 1.771 2.421
H 0.791 -2.853 2.421
H -4.435 1.744 -0.515
H -6.321 1.085 2.640
H -6.060 2.343 1.427
H 2.176 -3.919 -0.897
H -1.000 -0.674 -0.724
H 1.233 -2.279 -2.492
H 3.046 3.087 2.604
H -6.975 0.888 -0.402
H -8.374 -1.096 0.199
H 0.770 -4.835 0.926
H 2.049 2.597 0.404
H -7.121 -1.637 1.316
H 2.566 1.577 -1.917
H 0.640 -4.513 -1.533
H -1.944 1.987 -0.872
H -0.526 -3.711 0.507
H 4.946 1.741 3.429
H -0.273 -2.243 -1.578
H -2.605 0.985 -2.177
H 3.333 -0.032 -1.926
H -6.182 -0.643 -0.785
H 2.497 -1.548 -0.520
H 2.267 -2.928 1.455
H 5.840 -0.106 2.027
H -7.994 -0.133 1.622